{"formula": "C28H32F35NNbO8S2", "method": "wB97M-V/def2-TZVPD", "species": ["O", "S", "O", "O", "C", "C", "C", "C", "Nb", "C", "C", "O", "N", "C", "S", "C", "F", "F", "F", "H", "H", "H", "H", "H", "H", "H", "H", "H", "H", "H", "H", "H", "H", "H", "H", "C", "C", "C", "F", "F", "F", "F", "O", "C", "C", "F", "F", "F", "F", "H", "H", "H", "H", "C", "C", "C", "F", "F", "F", "F", "O", "C", "C", "F", "F", "F", "F", "H", "H", "H", "H", "C", "C", "C", "F", "F", "F", "F", "O", "C", "C", "F", "F", "F", "F", "H", "H", "H", "H", "C", "C", "C", "F", "F", "F", "F", "O", "C", "C", "F", "F", "F", "F", "H", "H", "H", "H"], "coordinates": [[4.7382, -4.4797, 6.9687], [3.5166, -4.8670, 6.1769], [2.2900, -4.3231, 6.8196], [3.4177, -6.5296, 6.2279], [3.7611, -4.2911, 4.4462], [2.3983, -4.0903, 3.6550], [2.2802, -5.1614, 2.4786], [0.7758, -5.5094, 2.1039], [-0.1261, -7.2541, 3.2533], [-2.1185, -6.2287, 3.5899], [-2.0599, -4.7220, 4.0579], [-1.4495, -4.5225, 5.3511], [0.6741, -6.6465, 5.1578], [-0.0216, -7.3077, 6.0300], [-0.3256, -8.1329, 7.4463], [1.7556, -8.5304, 2.9083], [2.7497, -8.4039, 3.9250], [2.4001, -8.3520, 1.6729], [1.4079, -9.9089, 2.9539], [4.1062, -6.8660, 5.6199], [4.2728, -3.2870, 4.4944], [4.4111, -5.0405, 3.8941], [2.3886, -3.0712, 3.1550], [1.4805, -4.2031, 4.3020], [2.9373, -6.0437, 2.7101], [2.7386, -4.6685, 1.5563], [0.1879, -4.5473, 2.1445], [0.7734, -5.8231, 1.0066], [-0.8343, -8.7205, 4.1230], [-0.7759, -7.9518, 1.6805], [-2.7633, -6.8265, 4.3142], [-2.6956, -6.2473, 2.6061], [-1.6270, -4.0104, 3.2818], [-3.1456, -4.3803, 4.1739], [-1.9621, -3.8465, 5.8229], [0.7388, -1.5366, -1.7194], [0.5467, -2.9247, -1.0654], [-0.1923, -3.9822, -1.8929], [-1.4551, -3.6269, -2.1881], [-0.2759, -5.1397, -1.1968], [-0.0384, -2.7610, 0.1405], [1.7963, -3.4116, -0.8173], [-0.1844, -0.5010, -1.3542], [-1.4089, -0.4173, -2.0386], [-2.6103, -0.6502, -1.1171], [-2.5632, -1.8601, -0.5281], [-3.7694, -0.6013, -1.8219], [-1.3935, -1.2326, -3.1065], [-1.4763, 0.8395, -2.5361], [1.6993, -1.1656, -1.3538], [0.8630, -1.6010, -2.8019], [0.3392, -4.1930, -2.8254], [-2.6427, 0.1088, -0.3312], [-4.1000, 5.0784, 2.4981], [-5.1848, 5.0620, 1.3957], [-6.1885, 3.9048, 1.4308], [-5.6086, 2.7040, 1.2771], [-7.0774, 4.0317, 0.4135], [-4.5828, 5.1417, 0.1878], [-5.9005, 6.2157, 1.5387], [-2.8001, 4.5670, 2.1662], [-2.5665, 3.1842, 2.2788], [-2.2449, 2.5334, 0.9290], [-3.2449, 2.6985, 0.0410], [-2.0667, 1.1958, 1.0760], [-3.5916, 2.5954, 2.9146], [-1.4997, 3.0516, 3.0921], [-3.9132, 6.1345, 2.7072], [-4.4638, 4.6699, 3.4429], [-6.7529, 3.9044, 2.3675], [-1.3372, 2.9623, 0.4979], [-0.0392, 2.5445, -5.0840], [0.0768, 3.7419, -6.0550], [-0.0371, 3.4260, -7.5497], [0.9301, 2.6046, -7.9867], [0.0766, 4.5684, -8.2748], [1.2221, 4.4113, -5.7868], [-0.9426, 4.5968, -5.7441], [1.1862, 1.9837, -4.5856], [1.8545, 1.0143, -5.3594], [3.2360, 1.4910, -5.8218], [3.1560, 2.6139, -6.5610], [3.8274, 0.5508, -6.5956], [1.0681, 0.6145, -6.3716], [2.0146, -0.0664, -4.5633], [-0.5289, 2.9375, -4.1896], [-0.7188, 1.7738, -5.4528], [-1.0079, 2.9797, -7.7822], [3.8807, 1.6956, -4.9639], [0.8336, 7.9026, -1.0479], [1.2333, 6.6146, -0.2899], [2.7320, 6.3697, -0.0850], [3.4046, 6.2403, -1.2395], [2.9231, 5.2137, 0.5988], [0.6489, 5.5534, -0.8912], [0.6705, 6.7039, 0.9501], [0.5221, 7.7879, -2.4446], [1.5702, 7.8388, -3.3830], [1.7172, 6.5291, -4.1644], [1.9578, 5.4858, -3.3462], [2.7580, 6.6009, -5.0258], [2.7078, 8.2226, -2.7790], [1.2537, 8.8300, -4.2430], [-0.1109, 8.2222, -0.6010], [1.5232, 8.7270, -0.8556], [3.1845, 7.1783, 0.4957], [0.8103, 6.3135, -4.7297]], "lowdin_charge": [-0.38, 0.69, -0.32, -0.19, -0.22, -0.22, -0.30, -0.36, 1.55, -0.38, -0.36, -0.13, -0.12, -0.87, 0.51, -0.58, -0.06, -0.04, -0.08, 0.08, 0.11, 0.11, 0.11, 0.09, 0.07, 0.09, 0.03, 0.03, -0.09, -0.09, 0.04, 0.04, 0.09, 0.10, 0.08, -0.04, -0.43, -0.30, 0.10, 0.10, 0.13, 0.10, 0.04, -0.51, -0.28, 0.11, 0.09, 0.14, 0.13, 0.15, 0.13, 0.17, 0.14, -0.04, -0.44, -0.31, 0.10, 0.09, 0.13, 0.10, 0.03, -0.52, -0.26, 0.10, 0.08, 0.15, 0.15, 0.15, 0.14, 0.17, 0.18, -0.04, -0.42, -0.30, 0.10, 0.09, 0.11, 0.10, 0.04, -0.51, -0.28, 0.10, 0.10, 0.15, 0.14, 0.14, 0.15, 0.17, 0.18, -0.04, -0.44, -0.31, 0.10, 0.09, 0.13, 0.10, 0.03, -0.51, -0.30, 0.10, 0.10, 0.14, 0.15, 0.15, 0.14, 0.17, 0.15], "lumo_ev": 1.315, "total_charge": -1, "orbital_gap_ha": 0.236}

=====

{"formula": "C5H7IN3O2", "method": "wB97M-V/def2-TZVPD", "species": ["C", "C", "C", "N", "C", "I", "N", "C", "N", "O", "O", "H", "H", "H", "H", "H", "H", "H"], "coordinates": [[1.5323, -0.7260, 1.2513], [0.4999, -0.5615, 0.0213], [1.1711, -0.9519, -1.3494], [-0.6089, -1.3035, 0.3355], [-1.7636, -0.8506, 0.2515], [-3.6954, -1.1449, 0.0106], [0.0679, 0.8886, -0.0731], [-1.1583, 1.1219, -0.0657], [-1.8445, 2.3525, -0.0156], [-2.2562, 2.9740, -0.9255], [-2.0160, 2.5947, 1.2037], [2.4941, -0.4033, 0.9601], [1.7264, -1.7322, 1.4466], [0.9705, -0.3673, 2.0571], [1.7389, -0.1741, -1.6781], [0.4066, -1.4151, -1.9575], [1.8313, -1.7580, -1.1590], [0.9040, 1.4565, -0.3139]], "lowdin_charge": [0.05, -0.49, 0.05, 0.09, -0.67, 1.17, 0.19, -0.01, -0.38, 0.19, 0.12, 0.08, 0.08, 0.08, 0.06, 0.10, 0.09, 0.21], "lumo_ev": -5.016, "e_above_lowest_kcal_mol": 45.9, "smiles": "CC(C)([N+]#CI)[NH+]=C=[N+]([O-])[O-]", "total_charge": 1, "orbital_gap_ha": 0.349}

=====

{"formula": "C2H3N3O", "method": "wB97M-V/def2-TZVPD", "species": ["O", "C", "N", "N", "N", "C", "H", "H", "H"], "coordinates": [[-1.9514, -0.7110, -0.8387], [-0.8269, -0.4623, -0.4877], [0.2160, -1.3696, -0.2100], [1.1799, -0.5878, 0.2038], [1.0610, 0.6657, 0.3765], [-0.3297, 0.8702, 0.0534], [-0.9275, 0.7892, 0.9662], [2.0868, -1.0126, 0.3911], [-0.5082, 1.8182, -0.4546]], "lowdin_charge": [0.06, -0.49, 0.12, -0.09, 0.06, -0.11, 0.14, 0.17, 0.13], "lumo_ev": -0.258, "e_above_lowest_kcal_mol": 54.9, "orbital_gap_ha": 0.344}

=====

What is the formula in the first record?
C28H32F35NNbO8S2